Density functional theory data (the ωB97M-V functional and the def2-TZVPD basis) for a 15-piece molecular cluster, C30H94N20O15 overall in a non-equilibrium geometry.

For the molar mass, the calculation gives 975.21 g/mol. Its total energy is -93154.830 eV.

Atoms and positions in Å:
C: -7.6393 -0.9120 4.4568
C: -6.2715 -0.3006 4.3008
C: -6.0487 -0.0014 2.8218
O: -4.6837 0.3362 2.5829
C: -4.4018 0.7187 1.2601
N: -6.0547 0.8721 5.1422
H: -8.4224 -0.1528 4.3667
H: -7.7780 -1.2547 5.4876
H: -7.8596 -1.7447 3.7949
H: -5.4499 -0.9801 4.5414
H: -6.7901 0.5911 2.2714
H: -6.1745 -0.9669 2.3036
H: -5.1201 1.3284 0.7089
H: -4.2923 -0.2054 0.6715
H: -3.4330 1.2206 1.2353
H: -6.7417 1.6094 5.0568
H: -5.1482 1.2575 4.9072
C: -1.6334 -1.4555 -1.6221
C: -1.7886 -2.9732 -1.6452
C: -0.9683 -3.7578 -2.6733
O: 0.4208 -3.6639 -2.5200
C: 1.0682 -4.4080 -3.5061
N: -1.6182 -3.6112 -0.3340
H: -2.3450 -1.0589 -0.8958
H: -1.7089 -1.0544 -2.6242
H: -0.6822 -1.1918 -1.1433
H: -2.8097 -3.1383 -2.0109
H: -1.3516 -3.4816 -3.6614
H: -1.2966 -4.7864 -2.4760
H: 1.0196 -3.9150 -4.4857
H: 0.7381 -5.4474 -3.5575
H: 2.1593 -4.4487 -3.4092
H: -1.9432 -2.8969 0.3210
H: -0.6582 -3.8361 -0.0957
C: 0.7272 -11.5025 -2.4649
C: -0.4724 -10.6244 -2.0424
C: -0.4087 -9.3435 -2.8883
O: -0.5488 -8.1476 -2.1330
C: 0.5071 -7.8822 -1.2160
N: -1.7387 -11.3441 -2.2252
H: 0.5880 -11.7211 -3.5288
H: 0.8629 -12.4211 -1.9011
H: 1.6473 -10.9140 -2.4152
H: -0.2842 -10.4388 -0.9826
H: -1.2235 -9.3547 -3.6174
H: 0.5232 -9.2659 -3.4581
H: 0.5099 -6.8376 -0.9054
H: 1.4855 -8.1026 -1.6551
H: 0.3556 -8.5003 -0.3264
H: -2.1530 -11.5645 -1.3320
H: -2.3787 -10.7989 -2.7837
C: 6.1658 -0.1687 -2.7772
C: 5.3332 -1.1548 -3.6166
C: 3.8298 -0.8824 -3.5884
O: 3.4520 -0.4141 -2.3135
C: 2.0688 -0.0947 -2.2569
N: 5.7716 -1.1862 -5.0297
H: 6.0594 0.8183 -3.2321
H: 7.2102 -0.4780 -2.7784
H: 5.7713 -0.1592 -1.7635
H: 5.5501 -2.1595 -3.2403
H: 3.4339 -1.8733 -3.8635
H: 3.4733 -0.1622 -4.3345
H: 1.9373 0.9240 -2.6392
H: 1.7312 -0.0609 -1.2225
H: 1.4565 -0.8066 -2.8168
H: 6.7887 -1.1904 -4.9652
H: 5.5991 -0.2951 -5.4939
C: -3.1152 -5.6510 -4.7034
C: -3.8690 -6.6752 -5.5249
O: -2.9442 -7.4752 -6.2817
H: -2.3158 -5.1276 -5.2338
H: -2.6678 -6.0282 -3.7833
H: -3.8677 -4.8931 -4.4617
H: -4.6126 -6.2171 -6.1788
H: -4.4428 -7.2929 -4.8242
H: -3.3739 -7.8184 -7.0708
C: -1.1044 -2.5557 3.8629
C: -2.3737 -1.7826 3.4954
O: -2.4481 -1.6127 2.0734
H: -1.2269 -3.6324 3.7519
H: -0.9103 -2.3052 4.9118
H: -0.1863 -2.2229 3.3845
H: -2.1742 -0.8102 3.9521
H: -3.2298 -2.3611 3.8402
H: -3.1938 -1.0081 1.9564
C: 0.7348 -0.4612 1.4283
C: 2.2063 -0.0953 1.5081
O: 2.6831 -0.5530 2.7651
H: 0.6226 -1.5384 1.5489
H: 0.3421 -0.2159 0.4429
H: 0.1235 0.0360 2.1788
H: 2.3431 0.9857 1.3698
H: 2.7308 -0.4590 0.6107
H: 3.6210 -0.3369 2.7946
C: 0.5499 3.1531 -0.2779
O: 1.6999 2.7539 -0.3582
N: -0.5350 2.3286 -0.3070
N: 0.2377 4.4663 0.0338
H: -1.4665 2.6541 -0.1334
H: -0.4327 1.3941 -0.6560
H: -0.7095 4.7861 -0.0126
H: 0.9485 5.0414 0.4409
C: 0.4422 -6.0924 -6.5609
O: 1.3891 -5.3282 -6.4289
N: 0.1365 -7.0994 -5.6942
N: -0.4567 -6.0358 -7.5887
H: -0.7437 -7.5709 -5.8134
H: 0.6824 -7.1015 -4.8524
H: -0.2044 -5.5608 -8.4339
H: -1.3029 -6.5673 -7.4793
C: -2.6622 -2.1920 -6.2195
O: -3.7727 -2.3480 -6.6970
N: -2.4583 -1.6484 -4.9753
N: -1.5231 -2.6994 -6.8058
H: -1.5365 -1.6577 -4.5855
H: -3.2171 -1.2917 -4.4191
H: -1.6878 -3.3525 -7.5473
H: -0.6199 -2.5352 -6.4068
C: -3.8813 -6.9157 -1.2951
O: -4.9294 -6.3043 -1.0785
N: -2.6408 -6.3898 -1.0354
N: -3.8048 -8.1832 -1.8240
H: -1.7797 -6.8817 -1.2134
H: -2.6198 -5.3928 -0.8327
H: -2.8522 -8.4270 -2.0331
H: -4.6366 -8.7166 -1.9746
C: 5.2395 -4.1861 -7.1952
O: 6.4466 -3.9806 -7.3370
N: 4.6289 -5.2607 -7.8340
N: 4.4059 -3.4269 -6.4356
H: 5.2397 -5.7797 -8.4354
H: 3.8646 -5.7036 -7.3554
H: 4.8423 -2.6396 -5.9419
H: 3.4368 -3.6428 -6.2841
C: -7.0423 -3.4620 -0.9767
O: -8.0297 -2.7238 -1.0241
N: -7.0451 -4.7606 -0.5449
N: -5.8229 -3.0902 -1.4921
H: -6.1269 -5.2152 -0.5019
H: -7.7703 -5.0707 0.0757
H: -5.7840 -2.2083 -1.9818
H: -4.9832 -3.5707 -1.2255
C: 3.2614 -3.7198 -0.0719
O: 2.8252 -4.8203 0.2192
N: 4.4121 -3.2148 0.4929
N: 2.6838 -2.8919 -0.9881
H: 4.6609 -2.2505 0.3903
H: 4.9113 -3.8163 1.1189
H: 1.8272 -3.2314 -1.3976
H: 3.0514 -1.9722 -1.1947
C: -5.3486 0.6860 -2.3023
O: -4.3079 0.0245 -2.2423
N: -5.5203 1.6932 -3.2357
N: -6.4516 0.4736 -1.5024
H: -4.7631 1.9395 -3.8431
H: -6.4677 1.7835 -3.5546
H: -7.2993 0.8382 -1.8985
H: -6.4405 -0.4095 -0.9869

Atomic forces in eV per Å
-0.541 0.122 1.348
0.346 1.123 -1.060
0.312 -2.124 -1.229
-0.542 1.475 0.548
0.562 -0.799 -0.735
0.185 -0.229 0.458
0.096 0.045 -0.424
0.188 -0.175 -0.093
0.175 0.052 -0.178
-0.273 -0.299 0.202
0.258 0.888 0.611
-0.148 -0.237 0.056
-0.365 0.144 0.581
-0.069 0.159 -0.360
-0.026 0.033 0.193
-0.180 -0.158 -0.269
-0.032 0.116 0.097
0.927 -0.568 1.059
0.815 -0.321 -0.415
-1.393 -0.044 0.650
0.044 0.355 0.224
1.295 -0.008 -1.287
-0.932 0.851 0.055
-0.448 0.220 -0.592
-0.231 0.496 0.155
0.263 -0.115 -0.531
-0.158 -0.255 0.209
0.570 -0.050 -0.200
0.289 -0.149 -0.405
-0.764 -0.281 -0.058
-0.370 0.122 -0.002
-0.139 0.136 0.954
0.185 -0.612 0.541
0.126 0.257 -0.268
-0.166 0.491 -0.762
1.099 -0.895 -0.211
0.084 0.232 0.527
-0.336 0.515 -0.261
0.111 -0.538 0.216
0.343 0.193 0.089
0.076 -0.368 0.091
-0.260 -0.033 0.045
0.027 -0.065 0.250
-0.372 0.523 -0.015
-0.024 0.136 0.011
0.084 -0.220 0.073
-0.234 0.052 -0.217
-0.055 -0.022 -0.032
0.281 0.078 0.052
-0.240 0.000 -0.092
-0.235 -0.098 0.153
-0.782 -0.305 -0.439
0.736 0.816 -0.189
0.535 -0.519 -0.100
-0.387 -0.645 0.278
-0.053 0.756 -0.167
0.431 0.378 0.403
0.157 0.139 0.246
0.040 0.075 0.030
0.204 0.204 0.089
-0.362 -0.001 0.101
-0.788 0.245 0.331
0.405 0.063 -0.172
-0.170 -0.133 -0.186
0.234 -0.181 0.015
0.039 -0.078 0.000
-0.040 -0.505 -0.439
-0.327 0.004 0.205
-0.291 0.645 -0.127
0.111 -0.137 0.414
0.189 -0.092 -0.163
-0.142 -0.152 -0.361
-0.230 -0.279 -0.051
0.224 0.067 0.355
0.271 0.209 -0.174
0.125 -0.229 -0.149
-0.163 -0.080 0.155
-0.182 -0.014 0.596
1.985 -0.336 -0.596
-0.367 0.108 0.188
0.151 0.004 -0.032
-0.138 -0.479 0.110
-0.268 0.062 -0.477
-1.027 0.124 0.137
-0.239 0.520 0.335
0.148 -0.208 -0.069
0.325 -0.227 -0.277
-0.687 0.836 -0.454
0.494 0.014 -0.476
-0.017 -0.020 -0.001
-0.042 0.061 0.054
0.097 0.080 0.052
-0.195 0.062 0.485
0.177 -0.748 0.478
-0.032 -0.076 0.242
0.255 0.429 1.289
-0.267 0.053 -0.384
-0.256 -0.154 -0.477
0.021 -0.605 -0.457
-0.017 0.074 -0.054
0.084 -0.017 -0.016
-0.004 0.165 0.163
0.085 0.076 -0.141
-0.430 -0.069 -0.147
0.267 -0.190 -0.151
0.637 0.419 -0.081
0.177 0.224 0.069
-0.023 -0.181 0.491
-0.347 -0.296 0.207
-0.132 0.073 -0.011
-0.145 0.068 -0.415
-0.281 -0.908 0.616
0.162 0.234 -0.150
0.260 0.263 -0.390
-0.673 0.598 0.194
-0.008 0.155 0.122
-0.076 0.029 -0.157
0.344 0.001 -0.098
0.197 -0.307 -0.185
0.693 0.004 0.056
0.757 -0.666 -0.263
-1.162 0.567 0.042
0.160 1.235 0.460
-0.266 -0.031 -0.150
0.359 -0.210 0.393
-0.282 -0.885 -0.231
0.097 -0.211 -0.148
0.565 -0.769 -0.289
-0.935 0.347 0.067
-0.047 0.775 0.234
0.545 0.497 0.331
0.021 -0.312 0.220
-0.159 -0.180 -0.244
-0.110 -0.310 -0.151
-0.022 -0.217 -0.259
-0.610 -0.386 -0.349
0.639 -0.189 0.204
0.511 0.607 0.277
-0.242 0.571 -0.027
-0.814 -0.129 -0.012
-0.102 0.167 -0.056
0.269 -0.252 0.170
0.073 -0.025 -0.159
0.343 0.615 -0.034
-0.126 -0.298 -0.084
-0.205 -0.281 -0.187
0.076 -0.357 0.396
0.135 0.016 0.042
-0.004 0.120 0.158
-0.095 0.327 -0.002
-0.032 -0.283 -0.114
0.632 -0.639 -0.767
-0.662 0.580 0.466
-0.508 -0.291 0.948
1.109 -0.132 -0.296
0.032 -0.295 -0.175
0.122 0.494 -0.380
-0.432 -0.341 0.521
-0.509 0.458 -0.392